(1)
Entry from the Open Molecules 2025 dataset: C24H34GdN6O4PS as an isolated structure at a distorted geometry (the ωB97M-V functional and the def2-TZVPD basis).

The expectation value of S² is 15.818. The spin multiplicity is 8. As for the charge: +4. For the gap between HOMO and LUMO (spin up / spin down), the calculation gives 4.73 / 4.72 eV.

Each line ends with the Mulliken spin population.
Element x y z (Å)
H (-5.14865, -2.04090, 3.50991)  0.00
C (3.80380, -1.67579, -5.02412)  0.07
C (-2.76240, 3.58807, -1.73429)  -0.01
H (-2.42691, -3.10110, -0.98677)  0.00
C (1.30749, 0.21964, 5.34322)  0.00
H (2.09133, -2.39266, -2.63536)  0.00
C (2.45972, -0.79860, 5.24852)  0.00
N (-2.37346, 2.17463, 0.13039)  -0.02
H (2.76602, -1.07799, 6.27743)  0.00
H (1.69764, -1.93850, 2.17656)  0.00
C (-2.09412, 2.51439, -1.15264)  0.10
C (-3.98160, 3.85768, 0.27123)  -0.03
N (3.51524, -0.90175, -2.01301)  0.03
C (2.19250, -1.26489, -2.68419)  0.02
C (-3.72498, -1.34768, -0.94943)  -0.01
Gd (-1.96958, -0.04414, 1.03189)  5.85
H (-3.89878, -1.34223, -2.04334)  -0.01
O (-0.92751, 0.44659, -1.46301)  0.00
H (-4.74717, 4.32481, 0.82935)  0.00
H (-4.27586, -3.51662, 3.20424)  0.00
C (-3.65985, 4.33632, -1.03367)  0.07
H (4.68118, 0.71711, -1.47655)  0.00
C (-2.96966, -2.37375, -0.40874)  -0.02
N (0.60099, 0.46123, 4.04451)  0.00
N (3.96322, 0.96040, -3.44033)  0.15
C (-3.94593, -2.00090, 1.81538)  -0.08
H (3.65703, -1.21802, -1.04710)  0.00
H (-3.39397, -2.14073, 3.96192)  0.00
C (-3.35658, 2.73373, 0.83536)  0.05
H (2.95054, -2.67365, 4.18740)  0.00
O (-4.29765, 3.17185, 2.92897)  0.01
H (-2.51996, 3.88987, -2.71103)  0.00
H (1.60564, 1.15494, 5.81046)  0.00
H (-4.23866, 5.16881, -1.37441)  0.00
H (4.09296, -1.41614, -6.03236)  0.00
H (1.22710, -2.71054, 4.78937)  0.00
S (0.61120, 0.47787, 1.41679)  -0.02
H (-4.96958, 0.32532, -0.51110)  0.00
H (-5.51098, -0.46111, 1.78456)  0.00
C (5.08492, 0.24813, -4.15822)  -0.02
H (0.24383, 1.35223, 3.75804)  0.00
H (3.38167, -0.30871, 4.86279)  0.00
C (-3.64133, 2.23557, 2.18907)  0.00
P (2.22637, -0.72314, -4.47393)  0.53
H (3.00159, 1.18104, -1.62473)  0.00
O (-3.14773, 1.19988, 2.64093)  -0.01
H (4.39761, -2.72485, -2.77804)  0.00
C (-2.88216, -2.55902, 0.99983)  0.09
H (5.95459, 0.41245, -3.52777)  0.01
H (0.61034, -0.18408, 6.03753)  0.00
C (2.03012, -2.06846, 4.37929)  0.00
C (3.77913, 0.56059, -2.09349)  -0.01
C (-4.19228, -2.43090, 3.21545)  0.02
H (-0.87601, 3.00091, -3.22426)  0.00
H (1.39145, -0.81588, -2.08815)  0.00
H (5.17538, 0.60923, -5.18733)  0.00
H (3.84148, -2.79642, -4.96002)  0.00
C (0.91337, -0.29310, 2.93669)  0.02
N (4.80077, -1.18468, -4.15086)  0.16
N (1.47373, -1.51207, 3.06158)  0.00
C (2.80231, 1.06337, -4.25142)  0.07
O (-0.51520, 2.12781, -2.94408)  0.01
H (-2.26512, -3.37336, 1.38836)  0.00
C (4.61274, -1.64588, -2.79065)  -0.01
H (-4.50207, 2.75587, 3.79000)  0.00
H (3.07111, 1.51532, -5.20386)  0.00
C (-1.13197, 1.63258, -1.82563)  0.00
C (-4.72585, -0.94962, 1.23317)  -0.02
H (5.53474, -1.52221, -2.22243)  0.00
H (1.98560, 1.65068, -3.75708)  -0.01
C (-4.46287, -0.53880, -0.10684)  0.01

---

(2)
Entry from the Open Molecules 2025 dataset: a 6-piece molecular cluster, C34H74Cl2N2O7 overall at a distorted geometry (the ωB97M-V functional and the def2-TZVPD basis).

As for the charge: 0. For the gap between HOMO and LUMO, the calculation gives 9.44 eV. Its SMILES is CCCCC[C@@]1(/C(Cl)=C(/C)Cl)NC(=O)[C@@H](CCCN)[C@@H]1CCCOC.CC(C)O.CC(C)O.CC(C)O.CC(C)O.CC(C)O. Its energy above the lowest of the compared OMol25 structures with the same formula, charge and spin is 0.00 kJ/mol.

Each line ends with the Mulliken charge.
Element x y z (Å)
H (0.52406, 0.76737, -3.46102)  0.78
H (-5.37242, 1.30846, 3.49321)  0.35
C (1.68779, -2.93905, -4.68407)  -1.51
H (-1.66367, 3.48771, 4.00286)  0.29
H (3.38189, -0.58797, -1.22437)  0.11
C (-5.69611, 0.27379, 3.62414)  -1.00
C (2.23018, 4.37208, 0.16674)  -0.63
H (5.93536, -1.41769, -1.09846)  0.30
H (-8.16315, 0.81703, 5.99137)  0.32
C (2.55617, -1.54390, 0.58173)  -1.91
H (-7.40345, -1.50287, 4.37169)  0.35
H (-2.67433, 3.78514, 0.74387)  0.27
O (-3.84662, 4.80314, 3.24621)  -0.53
H (-1.31641, -6.60715, -1.06017)  0.49
Cl (2.84798, -3.01926, -2.08376)  -0.16
H (0.77521, 0.45698, -0.45672)  0.20
C (-3.27143, -4.90944, 1.67895)  -0.89
H (1.86086, -7.98130, -2.56480)  0.34
H (-7.38530, 2.02582, 4.95410)  0.34
O (-6.80301, -1.28610, 5.09451)  -0.54
H (-1.72828, 7.26289, 4.13716)  0.37
H (-1.47944, 5.00207, -1.42377)  0.26
C (-1.74184, 3.72144, 0.17881)  -0.20
N (-0.73314, -2.09538, -1.25355)  0.07
H (-2.72965, 0.81413, 0.12340)  0.38
H (2.06005, -3.89920, -4.35824)  0.35
Cl (-0.51824, -1.47689, -4.16121)  -0.21
H (2.60490, -1.28517, 1.63856)  0.48
C (2.52428, 2.72481, -1.51565)  -0.23
C (5.85180, -0.43569, -0.64749)  -1.01
C (1.06515, -1.70565, 0.21842)  -1.71
H (-4.82066, -0.37444, 3.56962)  0.14
H (-3.96588, -5.74170, 1.81243)  0.45
H (0.72449, -7.89539, -0.35805)  0.38
C (-1.75239, 4.49980, 4.40090)  -1.27
H (-0.74991, 4.90098, 4.55954)  0.36
H (-3.60587, -4.30834, 0.82967)  0.26
H (-3.28563, 7.40384, 3.30291)  0.37
C (6.28079, 2.02578, -4.02520)  0.61
H (3.17355, 1.86460, -1.63894)  -0.33
H (6.69507, 1.53956, -3.14151)  0.15
O (2.32915, 3.00053, -0.14692)  -0.35
H (2.46259, -2.29390, -5.08282)  0.27
C (0.97804, -7.35684, -2.42299)  -1.08
H (-1.60832, 0.15742, -2.25638)  0.15
H (-1.06316, 4.44255, 0.62754)  -0.14
H (-2.06552, 5.40467, 2.47933)  0.00
H (1.32299, 2.82753, -3.24284)  0.44
H (5.68221, 0.34640, -1.38197)  -0.04
H (7.71095, 3.65759, -4.03442)  0.40
O (1.98477, -6.30929, -0.50070)  -0.55
H (-4.29439, 4.77055, 4.09982)  0.34
H (-4.45012, -2.85535, 4.20709)  0.30
H (-4.90683, -2.82520, 2.51196)  0.24
H (6.81006, -0.23451, -0.16973)  0.49
H (6.37259, 1.79303, -6.17396)  0.36
H (2.87911, 4.55961, 1.02168)  0.29
O (-2.24818, -3.00429, 2.73427)  -0.49
H (-2.25300, 4.42151, 5.37009)  0.37
C (-4.53310, -3.47145, 3.31150)  -1.21
C (-1.99910, 1.27517, -0.53464)  -1.38
O (-2.65455, -1.54118, -0.19691)  -0.68
C (0.99975, 0.88014, -2.49262)  -1.67
H (6.54859, 0.28955, -5.28105)  0.33
H (1.11741, -6.45809, -3.03176)  0.09
C (-2.70170, 6.79167, 3.99109)  -1.48
H (-0.29894, -5.17439, -1.30295)  -0.08
C (0.31003, 0.10497, -1.37240)  0.77
C (0.59830, -1.45608, -1.25190)  1.57
H (-5.26833, -4.25716, 3.49590)  0.43
H (0.48080, -1.10441, 0.90657)  0.43
H (7.89871, 1.43550, -5.34454)  0.39
H (-2.79988, -4.65980, 3.76592)  0.36
H (0.79944, -2.73512, 0.45659)  0.45
H (-8.36245, 0.72543, 4.24777)  0.35
C (6.81341, 1.34754, -5.27763)  -1.40
H (1.22568, 4.64683, 0.48146)  0.06
H (1.99321, 0.45269, -2.60930)  0.25
C (-2.55566, 5.37659, 3.45193)  0.83
H (-3.23268, 6.78686, 4.94713)  0.36
C (4.77128, -0.39172, 0.43131)  -0.91
H (4.89715, 0.45726, 1.09216)  0.42
H (2.07015, -5.48265, -1.01193)  0.30
C (-1.67877, -1.24011, -0.77753)  -0.71
H (-2.59439, 1.78155, -1.28420)  0.74
C (3.33734, -0.45303, -0.15122)  1.79
H (-2.57946, -2.47075, 2.00443)  0.25
H (-0.49962, -5.83753, 0.31242)  0.16
C (-6.41933, 0.08169, 4.94891)  0.37
C (-7.65071, 0.97071, 5.04081)  -1.31
H (-6.34578, 0.00587, 2.78598)  0.33
H (0.10559, -7.89652, -2.79516)  0.37
C (-1.22149, 2.28666, 0.32027)  0.26
H (-1.69041, 3.48450, -1.89151)  0.27
N (-1.99392, 4.16143, -1.20256)  -0.71
H (6.23691, 3.97955, -3.10496)  0.31
H (-2.29112, -5.30965, 1.42087)  -0.03
C (-3.18031, -4.05641, 2.93989)  0.39
H (2.88354, 0.48999, 0.13535)  -0.63
H (3.00533, 3.53743, -2.05829)  0.61
C (-1.21188, 0.13656, -1.23976)  1.29
H (-0.75940, -3.05951, -0.95448)  0.12
C (6.63107, 3.50571, -4.00507)  -1.37
H (-1.38325, 2.01821, 1.36264)  0.40
C (0.93938, -2.23048, -3.60255)  1.01
C (0.81599, -6.98748, -0.95533)  0.24
H (-5.74168, 0.30862, 5.77314)  0.27
C (1.33794, -2.15962, -2.37639)  -0.90
C (1.20909, 2.38025, -2.25482)  -0.37
H (0.99028, -3.13782, -5.49059)  0.46
H (4.90684, -1.27789, 1.05292)  0.41
H (2.56443, 5.03267, -0.63080)  0.36
O (4.86245, 1.86520, -3.95556)  -0.36
C (-0.40145, -6.10677, -0.73937)  -0.64
H (4.47859, 2.29014, -4.73179)  0.28
H (-0.14518, 2.29081, 0.18227)  -0.28
H (0.37180, 2.89414, -1.79861)  -0.49
H (6.18445, 4.01892, -4.86148)  0.35
H (3.09395, -2.48213, 0.50758)  0.53